# 1
Density functional theory data (wB97M-V/def2-TZVPD) for the molecule C3H4N2O at a distorted geometry.

Last column: natural (NBO) charge in e.
Positions of all 10 atoms, in Å:
O1 -1.010 1.615 0.604  -0.6678
C1 -0.325 0.557 0.118  0.6029
N1 0.844 0.619 -0.377  -0.5257
C2 1.257 -0.686 -0.622  -0.1021
C3 0.242 -1.539 -0.164  -0.1169
N2 -0.729 -0.728 0.305  -0.5552
H1 -0.611 2.391 0.103  0.5050
H2 2.147 -0.852 -1.228  0.2154
H3 0.145 -2.611 -0.194  0.2176
H4 -1.447 -1.074 1.002  0.4268

Calculated values
HOMO: -0.307 Eh
Largest force on an atom: 3.37 eV/A
Energy relative to the best compared isomer or geometry (same formula, charge and spin): 16.3 kcal per mole
Orbital gap: 9.15 eV
E: -301.4612 Eh
SMILES string: Oc1ncc[nH]1

---

# 2
Density functional theory data (wB97M-V/def2-TZVPD) for a structure of composition C3H4N2O at a distorted geometry.

Last column: natural (NBO) charge in e.
Positions of all 10 atoms, in Å:
C1 -1.129 -0.094 1.118  -0.0960
C2 -0.801 -0.832 0.041  -0.0906
C3 1.177 0.099 -1.188  0.5191
N1 -0.166 0.905 0.819  -0.4212
N2 0.324 0.003 -0.164  -0.2817
O1 1.104 -0.580 -2.178  -0.5791
H1 -1.940 0.121 1.716  0.2106
H2 -1.106 -1.775 -0.380  0.2389
H3 1.948 0.869 -1.146  0.1219
H4 0.589 1.283 1.361  0.3782

Calculated values
HOMO: -0.334 Eh
Largest force on an atom: 1.99 eV/A
Energy relative to the best compared isomer or geometry (same formula, charge and spin): 84.9 kcal per mole
Orbital gap: 10.03 eV
E: -301.3519 Eh

---

# 3
Density functional theory data (wB97M-V/def2-TZVPD) for the molecule C3H4N2O at a distorted geometry.

Last column: natural (NBO) charge in e.
Positions of all 10 atoms, in Å:
N1 -1.434 1.375 -0.804  -0.3023
C1 -0.442 1.422 -0.209  0.2561
C2 0.757 0.849 0.367  -0.5921
C3 0.362 -0.536 -0.369  0.7121
N2 -0.479 -1.349 0.362  -0.8446
O1 0.777 -0.790 -1.472  -0.5629
H1 0.768 0.869 1.469  0.2592
H2 1.693 1.274 -0.025  0.2732
H3 -0.725 -2.198 -0.129  0.4007
H4 -1.278 -0.916 0.811  0.4006

Calculated values
HOMO: -0.383 Eh
Largest force on an atom: 1.67 eV/A
Energy relative to the best compared isomer or geometry (same formula, charge and spin): 26.2 kcal per mole
Orbital gap: 11.06 eV
E: -301.4455 Eh
SMILES string: N#CCC(N)=O

---

# 4
Density functional theory data (wB97M-V/def2-TZVPD) for the molecule C3H4N2O at a distorted geometry.

Last column: natural (NBO) charge in e.
Positions of all 10 atoms, in Å:
H1 2.886 1.225 -0.509  0.3627
N1 2.019 1.400 -0.002  -0.6636
C1 1.304 0.415 0.099  0.5744
O1 1.245 -0.929 0.142  -0.4481
C2 0.062 -0.288 0.575  -0.0597
C3 -1.046 -0.396 -0.342  0.0961
N2 -2.193 -0.348 0.164  -0.6160
H2 -3.133 -0.566 -0.357  0.3686
H3 -0.290 -0.100 1.593  0.2225
H4 -0.854 -0.415 -1.363  0.1632

Calculated values
HOMO: -0.360 Eh
Largest force on an atom: 3.82 eV/A
Energy relative to the best compared isomer or geometry (same formula, charge and spin): 82.4 kcal per mole
Orbital gap: 10.61 eV
E: -301.3559 Eh
SMILES string: [H]/N=C1\O[C@@H]1/C=N/[H]

---

# 5
Density functional theory data (wB97M-V/def2-TZVPD) for the molecule C3H4N2O at a distorted geometry.

Last column: natural (NBO) charge in e.
Positions of all 10 atoms, in Å:
N1 0.947 1.579 0.864  -0.8576
C1 0.378 0.448 0.285  0.6065
N2 0.396 -0.756 0.879  -0.4965
C2 -0.314 -1.604 -0.140  -0.1489
C3 -0.710 -0.844 -1.120  0.0488
O1 -0.495 0.446 -0.864  -0.4609
H1 0.755 2.493 0.297  0.4156
H2 0.822 1.537 2.073  0.4396
H3 -0.720 -2.590 0.002  0.2228
H4 -1.060 -0.710 -2.276  0.2306

Calculated values
HOMO: -0.316 Eh
Largest force on an atom: 5.82 eV/A
Energy relative to the best compared isomer or geometry (same formula, charge and spin): 71.3 kcal per mole
Orbital gap: 9.22 eV
E: -301.3736 Eh
SMILES string: Nc1ncco1

---

# 6
Density functional theory data (wB97M-V/def2-TZVPD) for the molecule C3H4N2O.

Last column: natural (NBO) charge in e.
Positions of all 10 atoms, in Å:
N1 0.080 0.877 -1.098  -0.7856
C1 -0.200 -0.058 -0.154  0.1280
C2 0.856 -1.072 0.101  0.3887
O1 2.008 -0.876 -0.222  -0.5702
C3 -1.235 0.060 0.842  -0.0173
N2 -0.286 0.144 1.654  -0.2969
H1 1.028 0.903 -1.450  0.4166
H2 -0.465 1.719 -1.189  0.3972
H3 0.516 -1.985 0.615  0.1418
H4 -2.300 0.288 0.902  0.1978

Calculated values
HOMO: -0.323 Eh
Largest force on an atom: 0.57 eV/A
Energy relative to the best compared isomer or geometry (same formula, charge and spin): 72.4 kcal per mole
Orbital gap: 9.38 eV
E: -301.3719 Eh
SMILES string: N[C@]1(C=O)C=N1

---

# 7
Density functional theory data (wB97M-V/def2-TZVPD) for a structure of composition C3H4N2O.

Last column: natural (NBO) charge in e.
Positions of all 10 atoms, in Å:
O1 -1.338 0.423 1.650  -0.6395
C1 -1.325 0.643 0.357  0.2756
C2 0.068 0.427 -0.186  -0.2879
C3 1.278 -0.222 0.441  -0.0048
N1 1.227 -1.272 -0.303  -0.2048
N2 -0.023 -0.891 -0.883  -0.4361
H1 -2.264 0.495 1.930  0.5033
H2 0.342 1.263 -0.839  0.2279
H3 2.038 0.012 1.178  0.2036
H4 0.012 -0.869 -1.898  0.3627

Calculated values
HOMO: -0.326 Eh
Largest force on an atom: 0.43 eV/A
Energy relative to the best compared isomer or geometry (same formula, charge and spin): 125.8 kcal per mole
Orbital gap: 9.60 eV
E: -301.2867 Eh

---

# 8
Density functional theory data (wB97M-V/def2-TZVPD) for the molecule C3H4N2O.

Last column: natural (NBO) charge in e.
Positions of all 10 atoms, in Å:
O1 2.217 -0.483 -0.066  -0.6638
C1 0.894 -0.209 -0.036  0.3920
C2 -0.187 -1.047 -0.151  -0.2082
N1 -1.282 -0.189 -0.028  -0.5127
C3 -0.800 1.059 0.144  0.1807
N2 0.510 1.085 0.142  -0.5201
H1 2.628 0.385 0.078  0.4918
H2 -0.285 -2.109 -0.321  0.2251
H3 -2.264 -0.418 -0.029  0.4185
H4 -1.430 1.928 0.266  0.1966

Calculated values
HOMO: -0.306 Eh
Largest force on an atom: 0.35 eV/A
Energy relative to the best compared isomer or geometry (same formula, charge and spin): 11.0 kcal per mole
Orbital gap: 9.25 eV
E: -301.4697 Eh
SMILES string: Oc1c[nH]cn1

---

# 9
Density functional theory data (wB97M-V/def2-TZVPD) for the molecule C3H4N2O at a distorted geometry.

Last column: natural (NBO) charge in e.
Positions of all 10 atoms, in Å:
O1 2.293 0.114 -0.637  -0.6462
C1 0.964 -0.144 -0.333  0.3803
N1 0.879 -1.425 -0.139  -0.0574
N2 -1.304 -1.054 0.395  -0.5925
C2 -1.270 0.227 0.173  0.1014
C3 -0.057 0.789 -0.237  -0.4919
H1 2.769 0.186 0.206  0.4970
H2 -2.227 -1.389 0.710  0.3794
H3 -2.150 0.869 0.312  0.1937
H4 0.102 1.828 -0.450  0.2362

Calculated values
HOMO (alpha / beta): -0.312 / -0.311 Eh
Largest force on an atom: 2.22 eV/A
Energy relative to the best compared isomer or geometry (same formula, charge and spin): 112.4 kcal per mole
Orbital gap (alpha / beta): 7.06 / 6.90 eV
E: -301.3081 Eh

---

# 10
Density functional theory data (wB97M-V/def2-TZVPD) for the molecule C3H4N2O at a distorted geometry.

Last column: natural (NBO) charge in e.
Positions of all 10 atoms, in Å:
N1 -1.839 -0.030 -0.392  -0.8040
C1 -0.477 -0.202 -0.165  0.3112
C2 0.564 0.785 -0.051  -0.4178
C3 1.635 0.047 0.304  0.1619
O1 1.351 -1.256 0.322  -0.2826
N2 0.000 -1.407 0.026  -0.1909
H1 -2.222 0.751 0.121  0.3814
H2 -2.380 -0.867 -0.192  0.3903
H3 0.739 1.757 -0.489  0.2423
H4 2.629 0.421 0.516  0.2082

Calculated values
HOMO: -0.341 Eh
Largest force on an atom: 1.03 eV/A
Energy relative to the best compared isomer or geometry (same formula, charge and spin): 47.9 kcal per mole
Orbital gap: 10.33 eV
E: -301.4110 Eh
SMILES string: Nc1ccon1

---

# 11
Density functional theory data (wB97M-V/def2-TZVPD) for the molecule C3H4N2O at a distorted geometry.

Last column: natural (NBO) charge in e.
Positions of all 10 atoms, in Å:
O1 -0.545 0.127 2.086  -0.6728
C1 0.011 0.236 0.848  0.2064
C2 0.999 0.721 0.136  -0.2297
N1 0.456 0.013 -1.735  -0.4070
N2 -0.578 -0.699 -1.392  -0.1963
C3 -1.032 -0.689 -0.218  -0.0254
H1 -0.116 0.606 2.808  0.4934
H2 1.846 1.326 -0.144  0.2448
H3 1.038 -0.616 -2.332  0.3656
H4 -2.080 -1.025 -0.058  0.2210

Calculated values
HOMO: -0.320 Eh
Largest force on an atom: 3.10 eV/A
Energy relative to the best compared isomer or geometry (same formula, charge and spin): 125.5 kcal per mole
Orbital gap: 8.99 eV
E: -301.2872 Eh

---

# 12
Density functional theory data (wB97M-V/def2-TZVPD) for the molecule C3H4N2O.

Last column: natural (NBO) charge in e.
Positions of all 10 atoms, in Å:
O1 2.054 0.022 0.420  -0.6851
C1 0.846 0.158 -0.245  0.3017
N1 0.063 -1.076 -0.261  -0.3869
C2 -1.126 -0.697 0.007  0.0284
C3 -1.152 0.761 0.288  0.0099
N2 0.026 1.250 0.252  -0.3417
H1 2.330 -0.899 0.309  0.4870
H2 0.966 0.482 -1.293  0.1805
H3 -1.980 -1.370 0.027  0.2033
H4 -2.027 1.368 0.496  0.2029

Calculated values
HOMO: -0.396 Eh
Largest force on an atom: 0.47 eV/A
Energy relative to the best compared isomer or geometry (same formula, charge and spin): 35.6 kcal per mole
Orbital gap: 10.76 eV
E: -301.4306 Eh
SMILES string: OC1N=CC=N1

---

# 13
Density functional theory data (wB97M-V/def2-TZVPD) for the molecule C3H4N2O.

Last column: natural (NBO) charge in e.
Positions of all 10 atoms, in Å:
O1 -1.229 0.577 -1.527  -0.6862
C1 0.514 1.096 0.064  -0.2042
C2 1.210 0.045 0.571  -0.2762
N1 0.385 -1.118 0.586  -0.1677
N2 -0.774 -1.002 0.143  -0.0640
C3 -0.820 0.466 -0.197  0.0672
H1 -0.621 1.231 -1.902  0.4943
H2 2.247 -0.096 0.853  0.2142
H3 0.680 -2.042 0.908  0.4105
H4 -1.593 0.844 0.500  0.2120

Calculated values
HOMO (alpha / beta): -0.316 / -0.316 Eh
Largest force on an atom: 0.44 eV/A
Energy relative to the best compared isomer or geometry (same formula, charge and spin): 112.9 kcal per mole
Orbital gap (alpha / beta): 7.83 / 7.83 eV
E: -301.3072 Eh

---

# 14
Density functional theory data (wB97M-V/def2-TZVPD) for the molecule C3H4N2O at a distorted geometry.

Last column: natural (NBO) charge in e.
Positions of all 10 atoms, in Å:
N1 -0.663 -1.546 0.126  -0.8087
C1 -0.310 -0.191 -0.064  0.0638
C2 1.205 0.123 0.125  -0.0752
N2 1.467 1.364 -0.097  -0.0741
O1 0.340 2.000 -0.435  -0.3036
C3 -0.818 1.020 -0.429  -0.0263
H1 0.005 -1.957 0.765  0.3791
H2 -1.595 -1.884 0.347  0.3927
H3 2.070 -0.527 0.390  0.2181
H4 -1.701 1.599 -0.726  0.2343

Calculated values
HOMO: -0.329 Eh
Largest force on an atom: 3.01 eV/A
Energy relative to the best compared isomer or geometry (same formula, charge and spin): 69.5 kcal per mole
Orbital gap: 9.79 eV
E: -301.3765 Eh
SMILES string: Nc1cnoc1

---

# 15
Density functional theory data (wB97M-V/def2-TZVPD) for the molecule C3H4N2O at a distorted geometry.

Last column: natural (NBO) charge in e.
Positions of all 10 atoms, in Å:
C1 0.712 -0.392 -0.422  -0.7084
C2 -0.321 0.181 0.480  0.0283
C3 -0.073 0.271 1.874  0.2495
N1 0.400 0.558 2.883  -0.2733
N2 -1.360 0.636 0.045  0.0006
O1 -1.545 0.495 -1.209  -0.5001
H1 0.612 -1.605 -0.538  0.2547
H2 0.648 0.242 -1.383  0.2242
H3 1.793 -0.260 0.006  0.2679
H4 -0.864 -0.125 -1.735  0.4565

Calculated values
HOMO: -0.379 Eh
Largest force on an atom: 5.82 eV/A
Energy relative to the best compared isomer or geometry (same formula, charge and spin): 92.2 kcal per mole
Orbital gap: 10.72 eV
E: -301.3404 Eh
SMILES string: C/C(C#N)=N\O

---

# 16
Density functional theory data (wB97M-V/def2-TZVPD) for a structure of composition C3H4N2O.

Last column: natural (NBO) charge in e.
Positions of all 10 atoms, in Å:
O1 -1.448 -1.170 -0.324  -0.6137
C1 -0.399 -0.124 -0.104  0.2387
C2 -0.315 1.242 -0.135  -0.1706
N1 1.012 1.494 0.065  -0.4717
C3 1.589 0.292 0.172  0.1268
N2 0.753 -0.759 0.075  -0.6073
H1 -2.036 -1.251 0.452  0.5353
H2 -1.054 2.021 -0.265  0.2130
H3 2.651 0.150 0.323  0.1826
H4 -0.753 -1.894 -0.259  0.5670

Calculated values
HOMO: -0.306 Eh
Largest force on an atom: 0.38 eV/A
Energy relative to the best compared isomer or geometry (same formula, charge and spin): 79.1 kcal per mole
Orbital gap: 7.93 eV
E: -301.3612 Eh

---

# 17
Density functional theory data (wB97M-V/def2-TZVPD) for the molecule C3H4N2O at a distorted geometry.

Last column: natural (NBO) charge in e.
Positions of all 10 atoms, in Å:
N1 -1.636 0.099 -0.239  -0.8253
C1 -0.496 -0.450 0.351  0.2508
N2 -0.214 -1.699 0.423  -0.1158
O1 1.747 -1.210 -0.298  -0.3765
C2 1.665 0.059 -0.105  0.1981
C3 0.506 0.572 0.362  -0.3504
H1 -2.152 0.793 0.270  0.3955
H2 -2.120 -0.507 -0.868  0.3997
H3 2.507 0.742 -0.270  0.1997
H4 0.194 1.602 0.375  0.2242

Calculated values
HOMO (alpha / beta): -0.336 / -0.323 Eh
Largest force on an atom: 1.35 eV/A
Energy relative to the best compared isomer or geometry (same formula, charge and spin): 114.9 kcal per mole
Orbital gap (alpha / beta): 8.44 / 6.97 eV
E: -301.3041 Eh

---

# 18
Density functional theory data (wB97M-V/def2-TZVPD) for the molecule C3H4N2O.

Last column: natural (NBO) charge in e.
Positions of all 10 atoms, in Å:
N1 1.608 -0.306 -0.598  -0.8005
C1 0.319 0.082 -0.343  0.2471
C2 -0.546 1.046 -0.351  -0.2933
C3 -1.152 -0.257 -0.033  -0.2029
N2 -1.324 -0.724 1.345  0.1415
O1 -0.275 -0.672 1.937  -0.3087
H1 1.983 -1.050 -0.025  0.3957
H2 2.265 0.464 -0.682  0.3910
H3 -0.855 2.023 -0.650  0.2320
H4 -2.024 -0.606 -0.600  0.1982

Calculated values
HOMO: -0.316 Eh
Largest force on an atom: 0.95 eV/A
Energy relative to the best compared isomer or geometry (same formula, charge and spin): 122.9 kcal per mole
Orbital gap: 8.84 eV
E: -301.2913 Eh
SMILES string: NC1=C[C@@H]1N=O

---

# 19
Density functional theory data (wB97M-V/def2-TZVPD) for a structure of composition C3H4N2O.

Last column: natural (NBO) charge in e.
Positions of all 10 atoms, in Å:
O1 -1.299 0.910 -0.161  -0.6281
C1 -0.830 -0.499 0.521  -0.0387
C2 0.227 0.500 0.674  0.0049
C3 1.279 0.193 -0.242  -0.1702
N1 0.950 -0.880 -0.931  -0.1006
N2 -0.273 -1.230 -0.555  -0.3977
H1 -1.943 1.196 0.505  0.4939
H2 0.268 1.249 1.455  0.2179
H3 2.221 0.695 -0.410  0.2186
H4 -0.600 -2.134 -0.857  0.4000

Calculated values
HOMO (alpha / beta): -0.306 / -0.306 Eh
Largest force on an atom: 0.33 eV/A
Energy relative to the best compared isomer or geometry (same formula, charge and spin): 123.9 kcal per mole
Orbital gap (alpha / beta): 8.04 / 8.04 eV
E: -301.2898 Eh

---

# 20
Density functional theory data (wB97M-V/def2-TZVPD) for a cluster of 2 separate species, C3H4N2O2 in total at a distorted geometry.

Last column: natural (NBO) charge in e.
Positions of all 11 atoms, in Å:
C1 -1.160 -1.208 -0.382  -0.4381
C2 0.897 1.069 -0.701  0.2381
C3 -0.306 -0.446 0.224  0.0809
N1 0.134 1.942 -0.998  -0.6173
N2 0.233 -0.603 1.480  0.4607
O1 1.375 -1.000 1.514  -0.3997
O2 -0.480 -0.433 2.411  -0.3594
H1 -1.639 -2.067 0.194  0.2283
H2 -1.310 -1.074 -1.466  0.2329
H3 1.949 1.023 -0.765  0.1870
H4 0.307 2.796 -1.510  0.3867

Calculated values
HOMO: -0.347 Eh
Largest force on an atom: 5.56 eV/A
Energy relative to the best compared isomer or geometry (same formula, charge and spin): 194.7 kcal per mole
Orbital gap: 9.28 eV
E: -376.4535 Eh